Here is a molecular structure, C50H70CsGeN7OP3S from the OMol25 dataset. Energies are from ωB97M-V with the def2-TZVPD basis set.

Each line ends with the Mulliken charge.
Geometry (Å):
C 4.09396 -4.03730 0.30925  -0.536
H 4.06358 -0.71011 4.70730  0.468
C 3.17843 3.51882 -0.00734  0.081
C 3.76635 -6.36823 -0.08036  0.737
C -2.44512 4.72339 3.42520  -0.957
N -2.64905 2.47696 -0.15051  1.047
H 0.10661 2.10945 4.86039  0.293
C -4.90647 -0.39760 0.41209  -0.706
C -2.24224 2.62386 -2.57966  0.370
C 2.57095 -6.04356 -0.70627  -0.653
H 5.46814 -5.54805 0.96341  0.455
H 1.54826 2.01170 -5.85965  0.429
P -1.27699 -2.36098 0.48888  1.051
C 4.21610 4.40465 0.16562  -1.071
H -2.46834 6.50460 -2.40842  0.404
H 6.36538 4.58275 0.02908  0.372
S 4.80146 0.17236 -1.26293  -0.291
C -1.45192 3.12902 1.89380  -0.013
H -3.26981 -4.78430 0.00917  0.336
H -7.06416 1.60956 -1.28381  0.449
H 2.36423 1.77146 -3.54596  0.477
C -6.08123 0.04913 -0.17631  -0.986
H 1.77697 3.60323 -5.14545  0.425
C -1.37768 3.92912 3.04441  -0.472
H -1.84009 -0.21511 4.50731  0.274
H 1.94080 -6.82596 -1.10564  0.478
H -0.34289 0.51941 6.74173  0.472
H 1.85905 3.87798 -2.60113  0.732
H -2.95416 -1.94498 -1.10730  -0.220
C -1.36958 0.65418 -3.63236  -1.401
C 0.98495 -0.52090 -4.83591  0.449
H -0.97915 -4.68389 0.99103  0.591
H 0.39810 -2.71468 2.88649  -0.110
C 5.50634 3.93433 -0.09537  -0.370
H 1.97996 -0.13147 -5.07762  0.630
H 1.56229 1.96104 1.33014  -1.889
H -2.36248 5.31737 4.32666  0.407
C 2.21509 -4.70974 -0.79511  -0.416
H -1.02525 -2.85436 -2.34765  0.161
C -1.59910 0.84832 4.44099  -1.183
H 0.20254 -0.81868 5.73548  0.286
H -5.03740 3.04903 -1.32432  0.567
C 4.55202 1.78836 -0.68881  0.039
C -6.14903 1.27697 -0.81522  -1.214
Ge -1.03802 1.06288 0.02491  -0.503
C 0.79147 2.08538 2.10096  -0.226
C 0.31323 0.25472 5.90936  -1.692
H -1.71108 -0.38484 -3.68191  0.587
C -2.50917 4.67402 -1.29555  -0.343
H -3.20213 -1.63318 1.89555  0.725
H -1.82922 -4.92986 3.29528  0.497
H 2.38518 -1.19888 4.96752  0.336
P 0.87986 0.55419 3.15837  0.919
C 2.63480 0.64554 3.80013  0.624
H 4.67619 -3.20913 0.69844  0.431
H -1.65205 -1.01532 2.42648  -1.428
Cs 1.85899 -0.68241 -0.28883  2.006
C -2.07013 -4.02763 2.72804  -1.656
H 2.15832 3.84271 0.18645  0.261
H 0.57580 -4.47222 2.96155  0.568
H 3.45591 2.22586 2.51177  0.294
O 3.31416 -8.69309 0.08388  -0.596
N 3.31470 2.24777 -0.40504  0.337
C 1.18667 2.68572 -5.08380  -1.541
N -2.03154 1.29279 -2.53808  -0.074
C -2.26897 -1.19267 1.54127  -0.550
H -2.14535 2.93657 -4.71524  0.605
C -2.23122 3.41570 -3.75126  -0.902
C -2.52821 -2.90105 -0.77579  1.020
C -2.47919 3.29677 -1.34232  0.443
H 1.29052 -4.41641 -1.28186  0.442
C 4.54307 -5.34385 0.44141  -0.772
C 0.09939 -0.40659 -6.07674  -1.765
H -4.89454 -1.36885 0.88345  0.291
C -1.79206 -3.52909 -1.96087  -1.610
H 0.98280 2.71593 -1.61675  -0.472
C 4.15133 -7.81843 0.01927  0.163
H 1.83344 -2.10476 -3.60055  0.333
H -1.55238 1.11697 -4.60584  0.472
C 3.07262 -0.75150 4.25007  -1.534
H 2.63630 1.32193 4.66249  0.480
H 6.15319 -7.37208 -0.17916  0.211
H 5.77366 -9.02724 0.10551  0.238
N 5.48869 -8.06216 0.12295  -0.381
H -2.16972 1.36325 5.21699  0.446
C -3.74644 0.38855 0.38124  0.166
H -1.30389 -4.46345 -1.66822  0.317
C 1.32113 2.09263 -3.68371  0.226
C 3.64224 1.18742 2.78416  -1.416
H 1.15542 -3.57924 1.54889  -0.231
N 2.95469 -3.71955 -0.29572  0.171
H 0.15217 2.95115 -5.30889  0.147
H -2.48768 -3.76461 -2.76924  0.523
C -2.43025 5.42559 -2.46611  -1.124
H -0.49035 3.90272 3.65988  0.381
H 6.65314 2.24302 -0.74007  0.455
C -3.70127 3.98939 1.52955  0.458
H -0.05659 0.62475 -6.39018  0.343
C -3.85715 1.64652 -0.23599  0.689
H 1.33912 0.44988 6.21887  0.388
H 3.12893 -1.42018 3.38719  0.194
H 3.66820 0.60274 1.86184  0.185
N -2.51187 0.07051 0.87268  0.251
C -1.01581 -3.80262 1.64384  0.433
C -0.09742 1.05028 4.66932  0.528
H 1.54036 -2.57058 -5.27922  0.481
H -3.07556 -4.14424 2.32983  0.313
H 1.07024 2.99578 2.64170  0.886
C 5.67337 2.64173 -0.51857  -0.908
H 0.55774 -0.94229 -6.91085  0.453
N -0.50211 2.25126 1.45602  0.717
C -5.01571 2.08254 -0.83503  -0.301
C 1.04387 3.15273 -2.61432  -0.619
C 1.14695 -1.99076 -4.44095  -1.578
H -2.32458 5.36536 -4.61158  0.428
H -2.07977 -3.19562 3.43463  0.196
C -2.33686 4.78819 -3.69654  -0.801
C -3.62197 4.74675 2.68853  -1.097
H -4.36092 -3.98861 -1.12288  0.475
H -1.94492 1.20838 3.47504  -0.014
C -2.62651 3.22373 1.12255  -0.331
H -0.87880 -0.85912 -5.90211  0.327
H 4.02820 5.41900 0.48924  0.445
H 0.18447 -2.42888 -4.16102  0.284
C -3.65645 -3.81298 -0.30652  -1.864
H -2.60846 5.17772 -0.34705  0.580
H -6.95681 -0.58682 -0.14077  0.423
H 4.64643 1.13407 3.21065  0.539
H -4.21738 -3.38854 0.52591  0.274
H 0.12238 3.69232 -2.82326  0.207
H -4.60385 3.99771 0.93323  0.488
P 0.48796 0.47048 -3.32732  0.506
C 0.36163 -3.63338 2.29499  -0.713
H -4.46397 5.34388 3.00850  0.445

Values from the calculation:
- energy (a.u.) = -5925.1483
- multiplicity = 2
- frontier orbital gap (alpha / beta) (eV) = 6.4 / 4.7
- ΔE to the lowest compared entry with this formula, charge and spin (kJ/mol) = 72.77
- ⟨S²⟩ = 0.789